No. 1
2 unconnected molecules or ions with the total composition C5H6NO2PS at a distorted geometry. Source: the OMol25 dataset; level of theory: the ωB97M-V functional and the def2-TZVPD basis.

Element x y z (Å)
C: 0.61 1.35 -2.68
C: -1.28 0.04 0.93
C: -0.37 1.25 0.72
C: -0.28 -1.09 1.00
C: 0.90 0.75 0.01
N: 0.87 -0.55 0.16
O: -0.03 0.36 -2.71
O: 1.27 2.31 -2.59
P: 2.09 -1.51 -0.60
S: 1.41 -3.36 -0.49
H: -2.02 0.16 1.74
H: -1.82 -0.20 -0.01
H: -0.88 2.12 0.15
H: -0.09 1.59 1.73
H: 0.03 -1.02 2.07
H: -0.40 -2.19 0.56

Output
Kohn-Sham gap in eV: 7.3334
HOMO energy in eV: -8.830
E_tot in eV: -30989.8166
Spin multiplicity: 1

Charges per atom according to natural (NBO) partitioning, unit e: C 1.038; C -0.440; C -0.541; C -0.279; C 0.156; N -0.777; O -0.543; O -0.494; P 0.938; S -0.431; H 0.232; H 0.207; H 0.240; H 0.239; H 0.199; H 0.257

No. 2
C5H6NO2PS in the gas phase at a distorted geometry. Source: the OMol25 dataset; level of theory: the ωB97M-V functional and the def2-TZVPD basis.

Element x y z (Å)
C: 1.12 -1.91 0.65
N: 0.50 -0.76 0.04
C: 1.39 0.30 -0.27
O: 2.64 0.14 -0.25
C: 0.62 1.47 -0.84
S: 1.17 2.78 -1.58
C: -0.97 0.87 -0.84
P: -2.04 2.05 0.25
C: -0.85 -0.48 -0.15
O: -1.68 -1.32 0.20
H: 0.63 -1.89 1.60
H: 0.97 -2.85 0.21
H: 2.22 -1.80 0.72
H: -1.20 0.80 -1.87
H: -1.40 1.57 1.46
H: -3.11 1.03 0.64

Output
Kohn-Sham gap in eV: 7.8269
HOMO energy in eV: -9.557
SMILES string: CN1C(=O)C(=S)[C@H](P)C1=O
E_tot in eV: -30989.7810
Spin multiplicity: 1

Charges per atom according to natural (NBO) partitioning, unit e: C -0.428; N -0.446; C 0.586; O -0.543; C -0.203; S 0.242; C -0.595; P 0.308; C 0.682; O -0.560; H 0.215; H 0.219; H 0.255; H 0.266; H -0.020; H 0.023

No. 3
C5H6NO3PS in the gas phase at a distorted geometry. Source: the OMol25 dataset; level of theory: the ωB97M-V functional and the def2-TZVPD basis.

Element x y z (Å)
N: 2.77 -1.02 0.04
C: 1.24 -1.15 0.00
C: 0.40 0.23 0.11
C: -1.04 0.47 -0.18
P: -2.42 -0.78 -0.51
S: -1.88 -2.67 -0.26
C: -1.04 2.08 -0.26
O: -1.66 2.64 -1.27
O: 0.03 2.87 0.34
C: 0.81 1.70 0.69
O: 1.46 1.71 1.82
H: 2.97 0.00 -0.09
H: 3.02 -1.38 0.98
H: 1.08 -1.45 -1.14
H: 0.83 -2.06 0.60
H: -3.23 -0.61 0.71
H: -3.33 -0.56 -1.57

Output
Kohn-Sham gap in eV: 7.4768
HOMO energy in eV: -9.297
SMILES string: NCC1=C([PH2]=S)C(=O)OC1=O
E_tot in eV: -33033.5413
Spin multiplicity: 1

Charges per atom according to natural (NBO) partitioning, unit e: N -0.818; C -0.292; C 0.042; C -0.427; P 0.804; S -0.563; C 0.718; O -0.524; O -0.448; C 0.699; O -0.500; H 0.366; H 0.371; H 0.240; H 0.274; H 0.019; H 0.040

No. 4
C5H6NO4P in the gas phase at a distorted geometry. Source: the OMol25 dataset; level of theory: the ωB97M-V functional and the def2-TZVPD basis.

Element x y z (Å)
N: 1.12 1.05 -1.95
P: 1.89 0.28 -0.72
O: 3.18 -0.28 -0.76
C: 0.57 -0.97 -0.77
C: -0.55 -0.79 -0.13
O: -1.75 -1.33 -0.03
C: -2.43 -0.87 1.23
O: -1.70 0.26 1.62
C: -0.54 0.29 0.92
C: 0.46 1.21 1.21
O: 1.57 1.36 0.61
H: 1.67 1.91 -2.11
H: 0.88 0.56 -2.78
H: 1.05 -1.71 -1.48
H: -3.50 -0.86 0.92
H: -2.51 -1.69 2.02
H: 0.58 1.56 2.22

Output
Kohn-Sham gap in eV: 8.6467
HOMO energy in eV: -7.918
SMILES string: N[P@]1(=O)C=C2OCOC2=CO1
E_tot in eV: -24249.2015
Spin multiplicity: 1

Charges per atom according to natural (NBO) partitioning, unit e: N -1.191; P 2.252; O -1.051; C -0.727; C 0.316; O -0.484; C 0.236; O -0.476; C 0.124; C 0.102; O -0.700; H 0.386; H 0.417; H 0.259; H 0.184; H 0.161; H 0.191

No. 5
C5H6NPS in the gas phase at a distorted geometry. Source: the OMol25 dataset; level of theory: the ωB97M-V functional and the def2-TZVPD basis.

Element x y z (Å)
C: -1.12 -1.51 0.06
C: -2.47 -1.40 -0.06
C: -0.09 -0.59 0.14
C: -3.19 -0.17 0.08
C: 0.83 1.73 -0.31
N: -0.22 0.74 0.05
P: -1.93 1.33 0.10
S: -4.75 0.25 -0.06
H: -0.73 -2.46 0.16
H: -3.20 -2.32 -0.06
H: 0.99 -1.02 0.18
H: 0.31 2.66 -0.78
H: 1.29 1.87 0.62
H: 1.52 1.20 -1.06

Output
Kohn-Sham gap (spin up / spin down) in eV: 6.2563 / 6.2558
HOMO energy (spin up / spin down) in eV: -7.324 / -7.324
E_tot in eV: -26893.4615
Spin multiplicity: 1

Charges per atom according to natural (NBO) partitioning, unit e: C -0.257; C -0.214; C 0.012; C -0.461; C -0.415; N -0.553; P 0.636; S -0.089; H 0.223; H 0.235; H 0.200; H 0.246; H 0.218; H 0.220

No. 6
A molecular structure, C5H6O at a distorted geometry. Source: the OMol25 dataset; level of theory: the ωB97M-V functional and the def2-TZVPD basis.

Element x y z (Å)
C: -1.69 0.46 0.78
C: -2.14 -0.06 -0.57
C: 2.94 -0.38 -0.81
C: 3.13 0.08 0.27
C: -0.44 0.06 0.56
O: -0.74 -0.42 -0.74
H: -2.24 0.82 1.69
H: -2.65 0.69 -1.16
H: 2.67 -0.84 -1.72
H: -2.50 -1.00 -0.48
H: 3.27 0.82 1.02
H: 0.39 -0.22 1.16

Output
Kohn-Sham gap in eV: 10.0475
HOMO energy in eV: -8.888
E_tot in eV: -7324.3666
Spin multiplicity: 1

Charges per atom according to natural (NBO) partitioning, unit e: C -0.322; C -0.099; C -0.208; C -0.261; C 0.114; O -0.507; H 0.208; H 0.197; H 0.234; H 0.200; H 0.235; H 0.209

No. 7
C5H6O in the gas phase at a distorted geometry. Source: the OMol25 dataset; level of theory: the ωB97M-V functional and the def2-TZVPD basis.

Element x y z (Å)
C: 1.80 -0.46 0.13
C: 0.38 0.07 0.04
C: -1.03 -0.76 -0.19
C: 0.04 1.37 0.16
C: -1.21 1.81 0.08
O: -2.24 2.36 0.04
H: 2.06 -0.98 -0.80
H: 2.57 0.30 0.30
H: 1.87 -1.20 0.94
H: -1.33 -0.26 -1.10
H: -1.51 -0.45 0.73
H: -1.40 -1.80 -0.34

Output
Kohn-Sham gap in eV: 8.7930
HOMO energy in eV: -8.902
SMILES string: CC(C)=C=C=O
E_tot in eV: -7326.4027
Spin multiplicity: 1

Charges per atom according to natural (NBO) partitioning, unit e: C -0.669; C 0.192; C -0.681; C -0.478; C 0.721; O -0.455; H 0.233; H 0.237; H 0.232; H 0.219; H 0.219; H 0.230

No. 8
C5H6O in the gas phase. Source: the OMol25 dataset; level of theory: the ωB97M-V functional and the def2-TZVPD basis.

Element x y z (Å)
C: -1.21 -1.56 -0.18
C: -0.45 -0.43 0.16
C: 0.87 -0.28 0.88
C: -0.08 0.87 0.80
C: -1.14 -0.58 -1.26
O: -0.55 -0.92 -2.45
H: 0.99 -0.81 1.81
H: 1.76 -0.26 0.27
H: -0.65 1.14 1.68
H: 0.16 1.71 0.16
H: -1.77 0.29 -1.39
H: -0.28 -1.85 -2.41

Output
Kohn-Sham gap in eV: 8.4362
HOMO energy in eV: -8.327
E_tot in eV: -7324.0542
Spin multiplicity: 1

Charges per atom according to natural (NBO) partitioning, unit e: C -0.001; C -0.222; C -0.379; C -0.359; C 0.036; O -0.687; H 0.228; H 0.227; H 0.232; H 0.225; H 0.217; H 0.483

No. 9
C5H6O in the gas phase at a distorted geometry. Source: the OMol25 dataset; level of theory: the ωB97M-V functional and the def2-TZVPD basis.

Element x y z (Å)
C: -1.82 0.31 -0.29
C: -0.86 -0.84 -0.02
C: 0.51 -0.44 -0.05
C: 1.63 -0.12 -0.36
C: 2.63 0.59 0.39
O: 2.48 1.65 0.96
H: -1.79 1.05 0.51
H: -1.54 0.82 -1.22
H: -2.83 -0.09 -0.39
H: -0.86 -1.56 -0.85
H: -1.09 -1.38 0.90
H: 3.54 0.00 0.41

Output
Kohn-Sham gap in eV: 10.4856
HOMO energy in eV: -10.033
SMILES string: CCC#CC=O
E_tot in eV: -7326.8017
Spin multiplicity: 1

Charges per atom according to natural (NBO) partitioning, unit e: C -0.589; C -0.509; C 0.169; C -0.210; C 0.385; O -0.508; H 0.219; H 0.219; H 0.213; H 0.252; H 0.242; H 0.118

No. 10
A molecular structure, C5H6O. Source: the OMol25 dataset; level of theory: the ωB97M-V functional and the def2-TZVPD basis.

Element x y z (Å)
C: -1.24 -0.93 -0.17
C: -0.14 0.06 -0.20
C: -0.20 1.52 -0.02
O: 0.93 1.43 0.79
C: 1.22 -0.22 0.01
C: 2.12 -1.12 0.00
H: -0.86 -1.92 -0.43
H: -2.04 -0.60 -0.83
H: -1.66 -0.97 0.85
H: -1.12 1.85 0.50
H: -0.10 2.10 -0.95
H: 3.09 -1.21 0.46

Output
Kohn-Sham gap in eV: 7.0174
HOMO energy in eV: -8.325
E_tot in eV: -7323.4806
Spin multiplicity: 1

Charges per atom according to natural (NBO) partitioning, unit e: C -0.700; C 0.343; C -0.149; O -0.595; C -0.029; C -0.229; H 0.258; H 0.242; H 0.269; H 0.192; H 0.186; H 0.213

What is the formula in the ninth record?
C5H6O

What is the formula in the eighth record?
C5H6O

What is the spin multiplicity in the third record?
1